Entry 1:
Molecular formula: C36H42BN8ORhSSe
Method: DFT, the ωB97M-V functional and the def2-TZVPD basis

The geometry in XYZ format:
```
91
Properties=species:S:1:pos:R:3:forces:R:3
Rh -0.608 0.444 -0.137 0.48 0.03 -0.71
C 3.916 3.358 -0.051 0.06 0.02 -0.02
C 2.576 2.658 0.160 -0.01 -0.08 -0.01
C 2.679 1.682 1.328 0.01 0.02 -0.03
C 2.093 2.036 -1.122 -0.18 -0.09 0.03
C 2.708 2.120 -2.357 0.15 -0.05 -0.05
C 1.824 1.551 -3.264 -0.05 -0.07 -0.13
N 0.741 1.140 -2.617 -0.07 0.16 0.15
N 0.880 1.417 -1.282 0.15 -0.05 -0.04
B -0.617 0.715 -3.234 -0.08 -0.05 -0.08
N -0.978 -0.736 -2.828 -0.06 0.08 0.16
C -1.491 -1.718 -3.570 -0.04 -0.05 -0.14
C -2.024 -2.689 -2.734 0.06 -0.17 -0.08
C -1.802 -2.232 -1.441 -0.01 0.32 -0.01
N -1.154 -1.046 -1.517 -0.07 -0.33 -0.13
C -2.282 -2.778 -0.132 0.01 0.02 0.03
C -3.670 -2.194 0.184 0.07 0.00 0.02
C -2.321 -4.305 -0.126 -0.12 0.03 -0.02
N -1.722 1.625 -2.655 -0.01 0.03 0.02
C -2.553 2.459 -3.288 -0.03 -0.06 -0.14
C -3.508 2.907 -2.392 -0.02 0.23 -0.12
C -3.199 2.302 -1.183 -0.01 -0.43 0.20
N -2.096 1.528 -1.351 -0.01 0.28 0.26
C -3.988 2.334 0.100 0.06 0.06 -0.08
C -3.678 3.582 0.932 -0.10 0.00 0.01
C -5.491 2.258 -0.190 0.00 -0.03 -0.04
H 4.248 3.808 0.885 -0.01 0.00 -0.01
H 3.852 4.151 -0.797 0.00 -0.03 0.02
H 4.682 2.645 -0.367 -0.02 0.04 0.03
H 1.838 3.420 0.417 -0.06 0.05 0.03
H 3.490 0.971 1.152 -0.03 0.01 0.02
H 1.757 1.125 1.495 -0.05 0.02 0.00
H 2.903 2.224 2.249 0.01 -0.01 -0.03
H 3.669 2.556 -2.577 -0.10 -0.03 0.00
H 1.893 1.440 -4.338 0.00 0.01 0.13
H -0.571 0.799 -4.428 0.04 0.02 0.14
H -1.454 -1.666 -4.649 -0.01 0.01 0.10
H -2.511 -3.604 -3.031 0.06 0.06 0.02
H -1.578 -2.430 0.632 0.06 -0.05 0.06
H -4.396 -2.510 -0.567 0.01 0.02 0.02
H -3.657 -1.098 0.192 0.01 -0.04 -0.01
H -4.018 -2.545 1.157 0.02 0.02 -0.03
H -3.060 -4.668 -0.844 0.03 -0.01 0.04
H -2.615 -4.670 0.859 0.00 0.02 -0.03
H -1.360 -4.749 -0.381 0.01 0.03 -0.04
H -2.432 2.657 -4.344 0.00 -0.01 0.10
H -4.330 3.574 -2.599 0.07 -0.06 0.00
H -3.709 1.447 0.673 0.06 0.00 0.01
H -3.978 4.482 0.390 0.02 -0.03 0.03
H -2.621 3.666 1.171 -0.02 0.01 -0.03
H -4.237 3.554 1.870 0.02 0.01 -0.06
H -5.839 3.179 -0.662 0.00 -0.04 0.00
H -6.044 2.138 0.742 0.03 0.03 -0.03
H -5.740 1.422 -0.846 0.03 0.03 0.04
O 0.647 -1.063 0.912 -0.02 0.06 -0.07
S 2.082 -1.517 1.242 0.09 0.14 0.10
C 1.955 -3.202 1.744 -0.09 -0.01 0.00
C 2.789 -3.623 2.769 -0.06 -0.01 0.04
C 2.751 -4.961 3.142 0.00 -0.02 0.01
C 1.879 -5.833 2.505 -0.01 0.03 0.02
C 1.044 -5.385 1.483 -0.01 -0.03 -0.01
C 1.083 -4.060 1.090 0.02 -0.10 -0.02
C 2.924 -1.715 -0.309 -0.10 0.03 -0.05
C 2.207 -1.946 -1.472 0.10 -0.06 -0.12
C 2.908 -2.154 -2.652 -0.06 0.03 -0.02
C 4.297 -2.127 -2.655 0.04 0.02 0.05
C 4.998 -1.889 -1.478 0.00 -0.03 -0.05
C 4.312 -1.678 -0.291 0.00 0.10 0.02
H 3.449 -2.925 3.274 -0.05 -0.04 -0.06
H 3.396 -5.317 3.935 -0.05 0.02 -0.04
H 1.843 -6.871 2.810 0.02 0.02 -0.03
H 0.374 -6.079 0.989 0.03 0.03 0.04
H 0.460 -3.689 0.284 0.03 -0.04 0.05
H 1.126 -1.987 -1.455 0.00 0.03 0.00
H 2.367 -2.353 -3.571 0.03 0.02 0.05
H 4.838 -2.297 -3.577 -0.02 0.01 0.03
H 6.081 -1.871 -1.483 -0.04 0.00 0.00
H 4.853 -1.489 0.632 -0.06 -0.03 -0.07
Se -1.667 -0.141 2.849 -0.33 -0.26 0.04
N -1.308 1.239 1.742 0.19 -0.09 0.66
C -0.687 2.173 2.476 -0.18 -0.05 -0.09
C -0.275 3.452 2.011 0.10 -0.11 -0.05
C 0.285 4.298 2.906 0.15 0.16 0.27
C 0.495 3.945 4.290 0.06 0.32 -0.27
C 0.129 2.741 4.769 -0.10 -0.27 -0.05
C -0.491 1.814 3.865 0.03 0.17 0.09
N -0.935 0.625 4.231 0.00 0.14 -0.02
H -0.423 3.734 0.976 -0.03 -0.03 0.02
H 0.585 5.285 2.574 0.00 -0.03 0.07
H 0.943 4.672 4.955 0.00 0.02 -0.08
H 0.271 2.461 5.804 -0.05 -0.03 -0.05
```
Positions in Å, forces in eV/Å.

highest occupied orbital energy (spin up / spin down) = -14.23 / -14.24 eV
electronic energy = -4844.7883 Ha
charge = +2
gap between HOMO and LUMO (spin up / spin down) = 0.288 / 0.197 Ha
lowest unoccupied orbital energy (spin up / spin down) = -6.38 / -8.88 eV
2S+1 = 5

Entry 2:
Molecular formula: C36H42F21O19Zr
Method: DFT, the ωB97M-V functional and the def2-TZVPD basis

The geometry in XYZ format:
```
119
Properties=species:S:1:pos:R:3:forces:R:3
Zr -34.833 -1.880 -20.706 0.32 -0.25 0.21
C -28.451 0.071 -24.350 2.82 0.73 -2.32
C -27.788 -0.118 -25.666 1.44 0.37 -1.98
C -28.577 -1.048 -26.691 2.67 -0.29 -1.78
O -27.966 -1.323 -27.740 -1.94 0.49 2.22
C -29.873 -1.588 -26.328 1.79 0.33 -2.83
C -30.365 -1.413 -25.094 -3.61 -1.20 4.67
C -29.621 -0.569 -24.063 -4.07 0.37 3.33
O -30.186 -0.265 -22.947 1.13 -1.35 -2.82
O -31.458 -1.996 -24.774 2.40 1.66 -0.35
O -26.721 0.359 -26.109 -3.11 -1.03 2.19
H -28.028 0.742 -23.616 0.14 -0.02 0.13
H -30.505 -2.143 -27.005 0.24 -0.08 -0.40
C -29.534 -3.888 -16.886 0.11 0.45 0.41
C -30.716 -4.806 -16.930 -1.35 1.58 -1.35
O -31.716 -4.438 -17.808 0.73 -0.37 0.42
H -29.860 -2.869 -16.681 -0.32 0.09 -0.28
H -28.974 -3.870 -17.822 0.22 -0.19 0.23
H -28.950 -4.104 -15.991 0.54 -0.37 -0.36
H -31.158 -4.852 -15.934 -0.44 -0.31 0.68
H -30.514 -5.855 -17.146 0.26 -0.67 -0.03
C -42.793 -4.744 -17.627 -0.14 0.10 1.25
C -42.312 -3.793 -16.472 -0.24 0.90 -1.95
O -41.540 -4.412 -15.455 1.41 -1.40 0.15
C -40.268 -4.737 -15.782 0.69 2.18 -3.10
O -39.696 -4.427 -16.842 -1.61 -0.98 2.71
C -39.491 -5.433 -14.655 -0.20 0.06 -2.10
F -38.972 -6.571 -15.165 0.69 0.57 0.18
F -38.569 -4.622 -14.144 0.47 -0.28 -0.23
F -40.314 -5.771 -13.748 -1.58 -0.83 2.70
H -43.445 -5.487 -17.166 0.24 -0.36 -0.02
H -41.983 -5.221 -18.179 0.09 0.05 0.32
H -43.447 -4.283 -18.367 0.21 0.63 0.20
H -43.134 -3.276 -15.976 -0.11 -0.55 0.14
H -41.702 -2.982 -16.868 0.09 -0.07 -0.28
C -34.536 -10.460 -21.038 -0.92 0.31 0.57
C -36.088 -10.347 -20.725 2.02 1.22 -0.11
O -36.820 -10.048 -21.916 -1.24 0.36 -1.81
C -36.880 -8.799 -22.473 1.61 -1.72 2.05
O -36.277 -7.841 -22.071 -0.69 -0.24 -0.47
C -37.745 -8.796 -23.734 -2.15 0.59 -1.48
F -38.789 -7.932 -23.612 0.44 -0.17 0.83
F -37.074 -8.312 -24.786 0.61 -0.61 0.29
F -38.320 -9.966 -24.069 1.02 0.38 0.41
H -34.245 -9.749 -21.811 -0.16 -0.11 -0.09
H -34.203 -11.465 -21.296 -0.36 0.03 -0.23
H -33.956 -10.181 -20.159 -0.16 0.02 0.18
H -36.305 -9.497 -20.078 0.38 -0.17 0.40
H -36.441 -11.267 -20.258 -0.39 0.14 -0.52
C -31.057 -9.986 -26.120 0.67 -1.05 0.62
C -30.002 -9.176 -25.395 0.62 0.70 -0.93
O -29.326 -9.951 -24.399 0.49 -0.96 1.96
C -28.449 -9.382 -23.527 -1.24 4.73 -3.83
O -28.178 -8.174 -23.585 -0.38 -3.03 0.71
C -27.836 -10.320 -22.560 0.82 -1.17 -0.25
F -26.520 -10.545 -22.826 -0.80 0.74 0.50
F -28.025 -9.826 -21.350 0.53 -0.03 0.59
F -28.427 -11.490 -22.659 -0.40 -1.00 0.44
H -31.318 -9.594 -27.103 -0.24 0.53 0.40
H -31.894 -10.159 -25.443 -0.28 0.04 -0.43
H -30.619 -10.954 -26.366 -0.05 -0.22 0.16
H -30.453 -8.281 -24.967 0.40 0.08 0.13
H -29.205 -8.943 -26.100 -0.16 0.63 -0.08
C -30.089 2.245 -10.035 1.43 -0.09 -0.64
C -29.677 1.226 -11.081 0.00 0.49 -1.01
O -29.144 0.035 -10.516 -0.11 -0.95 0.51
C -29.985 -0.918 -10.159 -2.78 0.18 -0.82
O -31.210 -0.938 -10.360 3.35 0.18 0.70
C -29.283 -2.144 -9.496 -0.85 1.64 0.02
F -27.957 -2.126 -9.548 -0.12 -0.28 -0.35
F -29.624 -2.148 -8.194 -0.06 -0.56 -0.36
F -29.795 -3.178 -10.152 0.52 -0.85 0.51
H -30.941 1.929 -9.434 -0.13 0.42 -0.37
H -30.124 3.163 -10.621 -1.07 0.25 0.32
H -29.235 2.455 -9.390 -0.01 -0.34 0.30
H -28.884 1.543 -11.757 0.42 0.53 0.60
H -30.448 1.054 -11.832 -0.59 -0.62 0.58
C -21.340 -4.371 -20.985 -0.75 -0.10 -2.52
C -21.926 -3.944 -22.441 0.21 -0.29 1.87
O -21.708 -5.033 -23.364 0.06 -0.35 -1.28
C -21.780 -4.837 -24.717 0.93 2.38 1.17
O -21.932 -3.743 -25.240 -0.07 -2.61 0.62
C -21.385 -6.158 -25.489 -0.01 0.43 -0.31
F -22.319 -6.429 -26.405 -0.11 -0.06 0.25
F -20.232 -5.972 -26.166 -0.43 0.07 0.64
F -21.242 -7.209 -24.679 -0.08 0.38 -0.26
H -21.895 -5.243 -20.637 -0.11 0.17 0.12
H -21.433 -3.536 -20.291 0.10 -0.10 -0.11
H -20.312 -4.705 -21.124 0.07 0.33 0.17
H -21.491 -2.998 -22.762 0.20 -0.29 -0.33
H -23.004 -3.805 -22.358 -0.01 0.06 -0.03
C -22.801 -8.392 -14.216 -0.63 0.95 1.56
C -22.821 -9.898 -14.218 -0.14 0.99 1.30
O -21.971 -10.270 -15.218 3.34 -2.00 -4.02
C -20.619 -10.262 -15.122 1.02 1.04 4.99
O -19.993 -10.023 -14.059 -2.22 -0.69 -3.35
C -19.746 -10.607 -16.356 -1.10 -1.01 0.29
F -18.683 -9.841 -16.446 0.02 0.49 0.01
F -19.311 -11.879 -16.259 -0.20 0.23 0.16
F -20.486 -10.519 -17.448 -0.05 0.23 -0.82
H -21.885 -7.958 -13.814 0.14 -0.36 0.10
H -23.600 -8.098 -13.535 -0.06 0.42 0.05
H -22.966 -7.867 -15.157 -0.22 -0.68 -0.29
H -23.822 -10.277 -14.423 0.18 -0.11 -0.40
H -22.481 -10.385 -13.304 -0.08 0.50 0.42
C -25.237 5.510 -16.520 -0.45 -0.22 0.42
C -26.015 6.797 -16.378 -0.38 -0.55 1.11
O -25.259 7.955 -16.659 0.94 1.81 -0.19
C -24.331 8.366 -15.765 0.27 -1.59 -0.25
O -23.955 7.768 -14.806 -0.62 -0.43 0.97
C -23.451 9.512 -16.234 -1.42 0.04 -1.53
F -22.450 8.941 -16.906 1.12 0.05 0.69
F -24.122 10.168 -17.177 -0.33 1.39 -0.13
F -23.057 10.339 -15.271 0.13 -0.61 -0.52
H -25.978 4.711 -16.556 0.00 -0.15 -0.21
H -24.671 5.321 -15.609 0.47 0.10 -0.38
H -24.651 5.491 -17.439 0.14 -0.03 0.20
H -26.359 6.922 -15.351 -0.16 -0.30 0.12
H -26.907 6.776 -17.004 0.30 0.50 -0.29
```
Positions in Å, forces in eV/Å.

highest occupied orbital energy = -10.28 eV
relative energy (zero: lowest compared OMol25 entry of this formula, charge and spin) = 516.4 kcal/mol
electronic energy = -4969.8853 Ha
charge = +1
gap between HOMO and LUMO = 0.102 Ha
lowest unoccupied orbital energy = -7.51 eV

no.,F_max (eV Å⁻¹)
1,0.9
2,6.2